Entry 1:
DFT (ωB97M-V/def2-TZVPD) results for C5H12InNO4 as an isolated structure.

Last column: Mulliken charge in e.
Positions of all 23 atoms, in Å:
In (-0.69, 1.33, 1.80)  1.3461
O (-2.23, -2.29, 0.99)  -0.3783
C (-1.49, -1.19, 1.28)  0.9826
O (-0.27, -1.10, 1.61)  -0.6710
O (-2.08, -0.12, 1.24)  -0.4856
H (-3.09, -1.87, 0.99)  0.3755
C (2.73, 0.28, -0.62)  -1.5089
C (1.41, 0.72, 0.04)  -0.1982
C (0.20, 0.18, -0.77)  -0.4573
O (-0.97, 0.78, -0.33)  -0.3083
C (-2.12, 0.55, -1.25)  -0.7994
N (1.34, 0.15, 1.38)  -0.2646
H (2.78, -0.81, -0.63)  0.4336
H (3.69, 0.48, -0.14)  0.4628
H (2.83, 0.72, -1.61)  0.4042
H (1.36, 1.81, 0.12)  0.3081
H (0.12, -0.90, -0.70)  0.3876
H (0.26, 0.52, -1.80)  0.6103
H (-3.00, 1.06, -0.87)  0.3329
H (-2.28, -0.53, -1.33)  0.3631
H (-2.00, 0.87, -2.29)  0.3676
H (1.18, -0.84, 1.22)  0.3608
H (2.31, 0.19, 1.66)  0.3362

Computed properties:
energy above the lowest of the compared OMol25 structures with the same formula, charge and spin: 0.0 kJ/mol
F_max: 6.5 eV/A
charge: +2

***

Entry 2:
DFT (ωB97M-V/def2-TZVPD) results for an isolated molecule of C5H12N.

Last column: Löwdin spin population.
Positions of all 18 atoms, in Å:
C (-1.20, -0.87, -0.15)  0.0927
C (-0.02, -1.12, -0.98)  0.0379
C (1.03, -0.08, -0.99)  0.0191
C (1.03, 1.71, 0.85)  0.0377
C (0.47, 1.30, -0.46)  0.0659
N (-0.98, -0.60, 1.38)  0.2119
H (-1.84, -1.88, -0.32)  0.0234
H (-1.83, -0.03, -0.54)  0.0179
H (0.21, -2.23, -0.92)  0.0094
H (-0.36, -1.36, -2.05)  0.0061
H (1.34, 0.12, -2.05)  0.0006
H (1.86, -0.22, -0.40)  0.0078
H (1.37, 1.04, 1.71)  0.0470
H (1.12, 2.79, 0.95)  0.0019
H (-0.14, 2.06, -0.87)  0.0034
H (-1.29, 0.37, 1.62)  0.1339
H (-1.47, -1.27, 1.99)  0.1380
H (0.05, -0.79, 1.61)  0.1455

Computed properties:
energy above the lowest of the compared OMol25 structures with the same formula, charge and spin: 422.9 kJ/mol
2S+1: 2
F_max: 7.1 eV/A

***

Entry 3:
DFT (ωB97M-V/def2-TZVPD) results for an isolated ion of composition C5H12N and charge +1.

Last column: Mulliken charge in e.
Positions of all 18 atoms, in Å:
C (2.71, -0.10, 0.34)  -1.2656
C (1.46, -0.32, -0.42)  0.0588
C (0.51, 0.60, -0.61)  -0.4286
C (-0.88, 0.27, -1.15)  -0.8314
C (-1.63, -0.60, -0.16)  -0.4354
N (-1.88, 0.22, 1.13)  -0.3015
H (2.70, 0.82, 0.92)  0.3532
H (2.94, -0.94, 0.98)  0.3279
H (3.60, 0.01, -0.29)  0.3131
H (1.27, -1.31, -0.83)  0.3535
H (0.78, 1.63, -0.41)  0.4393
H (-0.78, -0.34, -2.05)  0.3316
H (-1.38, 1.22, -1.35)  0.3479
H (-2.60, -0.92, -0.54)  0.3497
H (-1.07, -1.45, 0.18)  0.3542
H (-1.69, -0.34, 1.96)  0.3452
H (-1.22, 1.00, 1.11)  0.3368
H (-2.84, 0.56, 1.20)  0.3512

Computed properties:
structure (SMILES): C/C=C/CC[NH3+]
energy above the lowest of the compared OMol25 structures with the same formula, charge and spin: 105.1 kJ/mol
F_max: 1.2 eV/A
charge: +1

***

Which value of energy above the lowest of the compared OMol25 structures with the same formula, charge and spin does entry 2 give? 422.9 kJ/mol